Formula: C19H33Cl12IN2O2S
Source: the OMol25 dataset
Level of theory: ωB97M-V/def2-TZVPD

Summary:
Calculated total energy (eV): -196514.2719
Molecular weight (g/mol): 905.9
Gap between HOMO and LUMO (eV): 8.1627
SMILES string: C=CCCO[C@H](CC(=O)I)[C@@H](CCCS)NNCCCC.ClC(Cl)Cl.ClC(Cl)Cl.ClC(Cl)Cl.ClC(Cl)Cl
E_LUMO (eV): 0.12
Spin multiplicity: 1
Strongest force on any atom (eV Å⁻¹): 1.963

Geometry (Å):
H: -0.23377 1.93677 1.68704
C: -7.59160 -4.54593 4.49228
C: 0.22706 3.54003 0.37745
C: 4.28464 0.56439 -0.91242
C: 1.00878 -0.24498 -5.52402
O: -1.14590 -1.06237 -0.83274
N: 2.05841 1.66135 -1.37865
Cl: 0.68228 -1.60464 -4.44940
H: 5.98447 0.83323 1.40431
H: 0.74801 -1.73834 -1.45647
Cl: -1.29392 6.68778 -4.40836
H: 5.26375 1.00644 -1.12607
Cl: -3.67499 -5.49308 4.61634
C: 0.35642 2.05527 0.77884
Cl: -1.47221 -4.20384 6.00138
H: 0.43822 4.11933 1.28128
Cl: -7.43099 -3.29836 5.72761
C: 3.27941 1.11004 -1.94969
Cl: 0.96968 1.28504 -4.64054
H: 0.05120 -0.71735 0.85803
H: 4.73267 0.30676 2.50972
O: -2.78409 -1.00843 3.04116
H: -0.72388 1.49831 -1.04723
C: -1.35985 4.93286 -4.50190
H: -2.43741 5.83081 -0.78783
H: -1.39673 4.64935 -5.54512
H: -1.22012 3.73803 -1.21566
H: 5.24591 -0.77568 1.23063
Cl: 2.55441 -0.45010 -6.34468
H: -2.09252 1.12597 1.18538
H: 1.62174 2.24528 -2.09192
H: 3.96724 1.94738 0.72817
Cl: -8.73413 -5.79054 4.99832
H: 1.39662 1.90413 1.06571
C: -0.23795 -2.10080 -1.17274
C: 2.47168 -3.09469 -0.01608
Cl: -8.07064 -3.84377 2.94720
C: 3.97416 0.86912 0.54946
H: 4.42656 -0.51458 -1.01783
C: 5.04833 0.27328 1.46383
C: -1.88257 -0.47104 2.52066
H: 3.75333 1.93087 -2.49337
C: 1.27097 -3.13059 0.63697
C: -2.54250 -4.13588 4.60451
H: 3.21763 -3.88365 0.01460
S: -1.53205 5.63772 0.17784
H: -0.83390 -2.98285 0.71821
H: 1.00260 3.76697 -0.35382
H: 3.06912 0.31909 -2.68511
C: -0.03283 1.06037 -0.31209
H: -6.62336 -5.01112 4.36240
Cl: 0.09128 4.21094 -3.79607
H: 2.70300 -2.24101 -0.65812
H: -1.90788 3.22776 0.30655
H: 1.26218 -3.16239 1.73055
H: 3.00911 0.44955 0.83297
I: -0.08822 -0.20508 3.69883
H: -0.20307 -4.15742 -0.44231
Cl: -1.61949 -4.10754 3.10606
H: -3.11310 -3.21700 4.65800
C: -1.93463 0.04525 1.10591
H: -0.65104 -2.58700 -2.05789
H: -2.83416 -0.36377 0.64891
N: 1.18660 0.58956 -1.01015
H: 0.86361 0.16808 -1.88322
C: -1.16607 3.89537 -0.13889
C: -0.07570 -3.14744 -0.05303
Cl: -2.81216 4.31051 -3.71605
H: 0.22919 -0.21477 -6.27312
C: -0.69691 -0.22702 0.22550

=====

Formula: C19H33Cl2CrN2O4S
Source: the OMol25 dataset
Level of theory: ωB97M-V/def2-TZVPD

Summary:
Calculated total energy (eV): -95709.4315
Molecular weight (g/mol): 508.5
Gap between HOMO and LUMO (spin up / spin down) (eV): 6.9539 / 7.3460
Expectation value of S²: 4.10
E_LUMO (spin up / spin down) (eV): -0.08 / -0.15
Spin multiplicity: 4
Strongest force on any atom (eV Å⁻¹): 3.180

Geometry (Å):
C: -0.66848 1.97579 -3.44653
H: 4.05579 0.24979 -2.45365
Cl: 0.02002 -1.25529 -1.99037
C: -2.03132 1.01373 0.72396
H: -4.70867 1.06332 1.56355
H: -1.50338 2.92806 -0.00681
O: -0.24582 1.35899 -1.23991
Cl: 1.54996 1.92282 0.74654
H: -1.50628 1.73154 -6.74943
H: 5.34026 1.07459 -0.93741
C: 0.76433 -0.75200 4.62925
H: -2.32250 1.05989 -4.46738
H: -1.54631 -3.14722 2.71805
O: 0.11126 -0.11430 2.21606
H: -1.84610 -5.70018 -0.17426
H: 3.53820 -0.80423 1.47207
H: -1.45674 -4.92966 2.77752
H: 5.34159 0.37887 0.72428
H: -4.45073 -0.31420 2.66712
C: 0.54643 1.85972 3.88142
H: -3.84275 1.28850 3.09538
H: 2.74415 -0.95127 -2.12982
C: -2.69612 0.24385 1.57550
C: 0.54134 2.70027 -3.57307
O: 1.84944 -1.20538 0.37929
C: -1.09138 1.45640 -2.15299
C: -0.87901 -5.38887 0.24978
Cr: 0.09553 0.01885 0.10408
H: 1.18315 -1.74441 4.41112
H: -2.83633 -4.14832 1.97847
C: -1.75545 -4.06829 2.16936
H: -2.80673 2.94270 1.19790
H: 1.10128 2.95249 -2.67004
H: 0.64854 2.96848 -6.97016
C: 4.72952 0.84178 -0.05985
C: -3.99710 0.59424 2.25653
C: 3.19738 -0.00407 -1.82448
H: 1.94426 3.62088 -4.92831
H: -0.15308 -5.27541 -0.56099
H: 2.44272 0.79059 -1.92000
H: -2.11176 1.06276 -2.00602
C: 3.00760 -0.73966 0.50389
H: -0.32486 -0.80259 4.75557
C: 1.00653 3.05806 -4.83457
C: -1.39893 1.63002 -4.59495
H: 1.17730 2.10639 4.74390
H: -3.14299 2.38345 -0.45719
C: -0.55351 -2.99099 0.32294
H: 1.25271 -0.32356 5.51361
H: 4.28311 1.76835 0.33459
H: -0.52787 -6.15026 0.95571
C: 0.27457 2.70095 -5.97746
N: 3.69750 -0.10515 -0.45753
H: -2.31341 -0.73591 1.85309
C: -2.38363 2.38234 0.34584
N: -0.99286 -4.10621 0.92769
H: 0.07372 -3.19273 -0.56198
O: -0.81586 -1.82885 0.69761
S: 1.16480 0.30351 3.23416
H: 0.66266 2.60877 3.09009
C: -0.93348 1.99291 -5.85358
H: -0.50223 1.74534 4.18286

=====

Formula: C19H33Cl2CuN4O4
Source: the OMol25 dataset
Level of theory: ωB97M-V/def2-TZVPD

Summary:
Calculated total energy (eV): -104076.6392
Molecular weight (g/mol): 515.9
Total charge: -1
Gap between HOMO and LUMO (spin up / spin down) (eV): 7.8170 / 7.0781
Expectation value of S²: 0.76
E_LUMO (spin up / spin down) (eV): 2.87 / 2.42
Spin multiplicity: 2
Strongest force on any atom (eV Å⁻¹): 3.247

Geometry (Å):
H: -2.91873 -2.68010 0.23019
O: 1.21124 1.04712 1.54698
C: -0.57892 1.33320 -4.24985
C: 3.52654 -0.72018 -2.23401
O: 0.35171 -1.23086 3.50843
C: -1.62463 -0.49339 -5.46875
H: -4.96493 -0.50736 -1.40358
H: -3.22305 -1.74438 1.72953
H: 1.86147 2.67287 -0.65488
H: 2.09476 4.04105 3.06322
C: 0.54640 -2.43425 3.39718
H: -4.59164 -2.21922 0.65657
Cl: 2.82645 -1.49178 0.94976
H: -2.90736 1.32958 -0.08301
O: -0.78268 0.77413 -0.73967
H: -1.49303 3.54218 2.27183
H: 3.12440 1.48012 -0.23258
H: 2.36973 2.26522 3.15036
Cl: -0.30251 -2.24865 -0.17349
N: 1.70789 -3.06264 3.79755
C: -2.87657 0.43450 0.56847
H: -2.02746 -0.90639 -6.39871
H: 3.71806 -3.02125 4.25804
C: 0.25752 1.76365 1.91089
C: -0.54594 0.55148 -3.09571
C: -3.86812 -0.60957 -1.39346
C: -1.09307 0.80523 -5.44092
N: -0.39008 -3.34267 2.91644
C: -0.00370 1.12398 -1.76571
C: 2.86094 -2.34343 4.19049
H: 1.38797 -1.15435 -2.47154
H: 0.01373 -4.18994 2.54030
H: 3.82920 -0.63087 -3.29209
H: 3.07000 -1.58589 3.42361
C: 1.67809 3.07757 3.38272
H: -0.91311 3.92071 3.92395
C: -3.54099 -1.90567 0.69535
H: -3.60110 -1.52688 -1.93057
H: 3.73608 -1.74993 -1.91553
N: 0.41808 2.83731 2.70287
H: -1.05416 -2.91926 2.27803
C: 2.07531 -0.41514 -2.05873
H: -3.42577 0.25995 -1.89495
C: 2.47019 1.84692 -1.03657
H: 4.16810 -0.04430 -1.64840
C: -1.60059 -1.26985 -4.30560
H: -1.06487 1.40906 -6.35079
H: -0.93793 -1.37375 -2.23866
H: 3.10305 2.24476 -1.84913
C: -0.62332 3.83986 2.86728
Cu: 1.06527 -0.46684 0.12552
H: 0.03551 2.23318 -1.86751
H: -0.78576 1.57394 1.61002
H: -1.99737 -2.28715 -4.29544
H: -0.17496 2.34715 -4.19069
H: 1.74404 -4.06997 3.75851
H: 1.49960 3.12186 4.46377
H: 2.70982 -1.84458 5.15475
N: -3.37406 -0.66442 -0.03158
C: 1.57184 0.72379 -1.48629
O: -2.46547 0.48527 1.73829
C: -1.02329 -0.75161 -3.14004
H: -0.25781 4.82086 2.52752

=====

Q: What is the formula in the second record?
A: C19H33Cl2CrN2O4S

=====

Q: Look up the spin multiplicity of the second one.
A: 4

=====

Q: Which of these has the highest molecular weight?
A: C19H33Cl12IN2O2S

=====

Q: What is the calculated total energy in the second record?
A: -95709.4315 eV